Record 1
The following is a quantum chemistry calculation of a molecular structure, C15H23ClN2PdS, from the Open Molecules 2025 dataset.

The geometry in XYZ format:
```
43
Properties=species:S:1:pos:R:3:forces:R:3:nbo_charge:R:1
C -1.445 -4.566 -2.070 0.0 -0.7 -0.9 0.562
C -2.908 -4.522 -2.346 -0.2 0.8 0.6 -0.751
C -0.526 -4.182 -3.191 0.1 0.6 0.5 -0.735
C -0.975 -5.624 -1.139 0.2 0.7 0.9 -0.751
Cl -1.209 -2.515 -0.634 -4.6 -6.6 -0.7 -0.414
H -0.566 -4.994 -3.933 0.0 0.1 0.1 0.293
H 0.508 -4.071 -2.847 -0.2 -0.2 -0.1 0.235
H -0.835 -3.248 -3.675 -0.1 -0.3 0.0 0.239
H -3.153 -5.402 -2.964 0.2 0.1 0.1 0.297
H -3.210 -3.620 -2.896 0.2 -0.4 0.1 0.247
H -3.500 -4.580 -1.418 0.2 -0.1 -0.4 0.265
H -1.098 -6.590 -1.652 0.0 0.2 0.0 0.297
H -1.568 -5.648 -0.213 0.1 -0.1 -0.4 0.266
H 0.084 -5.507 -0.870 -0.3 -0.1 -0.2 0.243
C -0.613 1.945 -1.767 -0.6 0.1 0.1 -0.222
C 0.320 1.050 -2.343 -0.6 -0.8 -0.6 -0.160
C -0.360 -0.204 -2.589 -0.8 0.4 0.0 -0.338
H 1.340 1.273 -2.647 -0.3 0.0 0.0 0.253
C -1.736 -0.044 -2.097 1.3 -0.2 -1.0 -0.123
C -1.855 1.274 -1.589 0.4 0.6 -0.1 -0.136
H -2.770 1.711 -1.201 0.3 -0.1 0.0 0.264
H -0.447 3.007 -1.576 0.0 -0.4 0.0 0.258
H -0.019 -1.022 -3.220 -0.1 0.4 0.1 0.267
H -2.515 -0.797 -2.191 0.2 0.4 0.1 0.268
C 1.753 -1.333 1.471 0.2 -0.2 -0.2 -0.161
C 2.311 -0.224 0.798 0.4 -0.1 -0.1 -0.213
C 2.347 -0.502 -0.608 0.5 -1.0 0.3 -0.243
H 2.725 0.664 1.273 -0.3 -0.3 -0.2 0.259
C 1.892 -1.858 -0.794 0.2 0.0 0.4 -0.304
C 1.462 -2.351 0.507 1.2 0.3 -0.6 -0.173
H 1.060 -3.338 0.692 0.1 0.2 0.1 0.266
H 1.613 -1.441 2.540 0.0 0.1 -0.2 0.265
H 2.740 0.135 -1.395 0.1 -0.2 0.3 0.255
H 1.912 -2.434 -1.717 0.2 0.2 0.3 0.263
Pd 0.002 -0.850 -0.509 2.6 6.2 0.9 0.744
N 0.623 2.182 1.017 -0.4 0.8 0.9 -0.776
C -0.323 1.584 1.767 0.0 0.3 0.3 0.325
N -0.650 2.169 2.921 1.0 1.1 -0.5 -0.743
S -1.162 0.140 1.418 0.0 -0.1 -0.1 -0.088
H 0.920 3.128 1.278 -0.1 -0.6 -0.2 0.420
H 0.865 1.873 0.097 -0.2 -0.3 -0.1 0.424
H -1.359 1.769 3.493 -0.4 -0.2 0.4 0.437
H -0.228 3.064 3.204 -0.5 -0.8 -0.1 0.419
```
Positions in Å, forces in eV/Å.

Spin multiplicity   5
Total energy   -1680.377493 Ha
Charge   +2

---

Record 2
The following is a quantum chemistry calculation of a molecular structure, C21H18AlCl2F5NO2Se2, from the Open Molecules 2025 dataset.

The geometry in XYZ format:
```
52
Properties=species:S:1:pos:R:3:forces:R:3:nbo_charge:R:1
Al -0.376 0.493 -0.400 0.0 0.0 -0.2 1.717
C -0.841 -2.592 3.954 0.0 0.0 0.0 -0.771
Se -1.761 -2.310 2.267 0.0 0.0 0.0 0.245
C -0.333 -2.979 1.121 0.0 0.0 0.0 -0.588
C -0.794 -3.172 -0.306 0.1 0.0 0.0 -0.537
Se -1.386 -1.607 -1.340 -0.1 0.1 0.0 0.401
C -3.250 -1.462 -0.793 0.0 0.0 0.0 -0.773
H 0.075 -2.008 3.976 0.0 0.0 0.0 0.245
H -0.639 -3.651 4.083 0.0 0.0 0.0 0.230
H -1.515 -2.256 4.739 0.0 0.0 0.0 0.238
H -0.041 -3.957 1.506 0.0 0.0 0.0 0.245
H 0.526 -2.314 1.182 0.0 0.0 0.0 0.242
H -1.643 -3.852 -0.374 0.0 0.0 0.0 0.244
H 0.012 -3.572 -0.919 0.0 0.0 0.0 0.253
H -3.713 -2.431 -0.961 0.0 0.0 0.0 0.251
H -3.709 -0.725 -1.447 0.0 0.0 0.0 0.246
H -3.337 -1.166 0.248 0.0 0.0 0.0 0.242
O 1.135 -0.044 3.019 0.0 0.0 0.0 -0.539
C 0.503 0.285 2.057 0.0 0.0 0.0 0.768
O 0.814 0.013 0.798 0.0 0.0 0.1 -0.921
C -0.796 1.062 2.182 0.0 0.0 0.0 0.177
C -1.245 1.550 3.409 0.0 0.0 0.0 -0.233
C -2.433 2.225 3.432 0.0 0.0 0.0 -0.063
C -3.170 2.417 2.242 0.0 0.0 0.0 -0.114
C -4.408 3.104 2.217 0.0 0.0 0.0 -0.148
C -5.079 3.272 1.042 0.0 0.0 0.0 -0.196
C -4.543 2.764 -0.161 0.0 0.0 0.0 -0.144
C -3.352 2.095 -0.172 0.0 0.0 0.0 -0.249
C -2.646 1.908 1.035 0.0 0.0 0.0 0.254
N -1.453 1.234 1.045 -0.1 0.0 0.0 -0.656
H -0.643 1.376 4.288 0.0 0.0 0.0 0.267
H -2.824 2.623 4.361 0.0 0.0 0.0 0.239
H -4.807 3.494 3.145 0.0 0.0 0.0 0.232
H -6.023 3.799 1.025 0.0 0.0 0.0 0.238
H -5.081 2.914 -1.088 0.0 0.0 0.0 0.234
H -2.932 1.727 -1.100 0.0 0.0 0.0 0.223
F 0.544 3.263 -0.122 0.0 0.0 0.0 -0.308
C 0.191 3.084 -1.412 0.0 0.0 0.0 0.407
C -0.280 1.843 -1.802 0.0 0.0 0.1 -0.787
C -0.626 1.726 -3.134 0.0 0.0 0.0 0.394
F -1.105 0.551 -3.602 0.0 0.0 0.0 -0.326
C -0.507 2.762 -4.042 0.0 0.0 0.0 0.249
F -0.844 2.598 -5.316 0.0 0.0 0.0 -0.276
C -0.020 3.984 -3.604 0.0 0.0 0.0 0.320
F 0.108 4.986 -4.456 0.0 0.0 0.0 -0.264
C 0.333 4.154 -2.273 0.0 0.0 0.0 0.258
F 0.799 5.322 -1.853 0.0 0.0 0.0 -0.271
Cl 2.002 -0.752 -1.929 0.0 -0.1 0.1 0.013
C 2.310 -0.039 -3.533 0.0 0.1 -0.1 -0.389
Cl 2.901 1.614 -3.414 0.0 0.0 0.0 0.008
H 1.383 -0.051 -4.094 0.0 0.0 0.0 0.229
H 3.070 -0.646 -4.009 0.0 0.0 0.0 0.243
```
Positions in Å, forces in eV/Å.

Charge   +1
Relative energy (zero: lowest compared OMol25 entry of this formula, charge and spin)   1.01 kcal per mole

---

Record 3
The following is a quantum chemistry calculation of 7 unconnected molecules or ions with the total composition C29H46N3O19, from the Open Molecules 2025 dataset.

The geometry in XYZ format:
```
97
Properties=species:S:1:pos:R:3:forces:R:3:lowdin_charge:R:1
O 1.799 -3.252 -3.002 -5.4 6.3 -2.7 -0.043
C 0.958 -2.270 -3.381 4.2 -4.9 1.7 -0.089
C 0.841 -1.881 -4.985 0.5 0.1 0.2 -0.066
N 0.084 -0.555 -5.118 -2.1 -1.3 -1.3 0.056
C -1.287 -0.620 -5.150 -3.4 0.6 -0.2 -0.164
N -2.217 -1.663 -5.806 2.8 1.4 2.5 0.038
C -2.969 -2.157 -4.552 1.2 -0.2 0.8 -0.124
C -3.094 -0.760 -3.642 1.6 -0.4 0.3 -0.112
N -2.344 0.287 -4.491 3.4 -2.2 -1.3 0.031
H 0.346 -1.716 -2.529 1.0 -0.8 -2.0 0.143
H 1.924 -1.717 -5.403 -2.2 -0.5 0.8 0.160
H 0.281 -2.716 -5.588 1.3 1.5 1.3 0.141
H 0.641 0.351 -5.126 -1.5 -1.4 0.8 0.172
H -1.740 -2.401 -6.371 -0.4 0.8 1.0 0.125
H -3.971 -2.741 -4.703 2.1 1.4 -0.1 0.141
H -2.122 -2.848 -4.073 -2.5 1.1 -0.4 0.126
H -2.308 -0.896 -2.754 -2.6 0.1 -1.2 0.132
H -4.176 -0.398 -3.354 2.4 -0.9 -0.6 0.147
H -1.872 1.048 -3.955 -0.5 -1.1 -0.2 0.108
C 4.447 1.732 -1.305 0.1 0.2 -0.4 0.006
C 2.935 1.813 -1.243 1.6 0.3 1.1 -0.336
C 2.295 0.602 -0.635 0.6 -0.3 1.2 -0.099
O 1.020 0.585 -1.251 -0.8 0.5 -1.9 0.063
C 1.164 1.210 -2.458 0.3 0.5 0.2 -0.477
O 0.322 1.210 -3.340 0.9 0.2 1.3 0.068
O 2.378 1.831 -2.547 -2.2 -0.9 -0.9 0.105
H 4.858 2.660 -1.715 -0.1 -0.1 0.2 0.091
H 4.878 1.571 -0.312 -0.1 0.0 -0.1 0.089
H 4.775 0.925 -1.970 -0.1 0.0 0.2 0.096
H 2.626 2.731 -0.729 -0.1 -0.3 -0.1 0.140
H 2.197 0.687 0.451 -0.1 0.1 -0.3 0.126
H 2.811 -0.334 -0.875 0.1 0.1 -0.1 0.148
C 2.518 0.098 4.535 -0.1 0.4 -0.2 -0.015
C 3.264 -0.608 3.421 -1.1 0.3 1.1 -0.355
C 4.147 -1.719 3.902 -0.3 -0.7 0.5 -0.111
O 5.158 -1.761 2.911 0.4 0.9 -0.7 0.068
C 5.235 -0.503 2.382 1.6 0.6 -1.2 -0.506
O 6.124 -0.121 1.640 -1.9 -0.7 1.4 0.124
O 4.187 0.270 2.798 1.1 -0.4 -0.7 0.070
H 1.858 0.867 4.119 0.1 -0.1 0.1 0.087
H 1.911 -0.603 5.115 0.1 0.0 -0.1 0.089
H 3.209 0.615 5.211 -0.1 -0.2 -0.1 0.103
H 2.559 -0.958 2.657 0.1 -0.1 0.0 0.154
H 3.619 -2.675 3.956 0.2 0.1 -0.1 0.145
H 4.618 -1.517 4.871 -0.2 0.1 -0.1 0.147
C -2.563 -2.072 6.456 0.2 -0.3 0.2 -0.017
C -2.173 -0.689 6.937 -0.9 -1.2 -0.2 -0.346
C -2.476 0.397 5.950 -0.9 0.2 -0.3 -0.113
O -1.506 1.380 6.265 1.0 -0.2 0.4 0.065
C -0.444 0.715 6.812 2.1 1.0 0.5 -0.508
O 0.648 1.216 7.024 -2.3 -1.1 -0.5 0.126
O -0.766 -0.585 7.085 0.7 1.1 -0.2 0.081
H -2.359 -2.814 7.235 -0.1 0.1 -0.1 0.091
H -3.625 -2.120 6.200 0.2 0.1 0.1 0.068
H -1.972 -2.368 5.582 -0.1 0.2 0.0 0.094
H -2.633 -0.485 7.912 0.0 0.1 -0.1 0.165
H -3.486 0.799 6.073 0.3 0.1 0.0 0.147
H -2.338 0.092 4.907 0.0 -0.2 0.1 0.141
C -4.081 -6.566 5.487 0.4 0.2 0.3 -0.020
C -5.298 -5.666 5.560 0.7 -1.3 0.2 -0.349
C -6.119 -5.666 4.306 -0.5 -0.7 -0.3 -0.114
O -6.722 -4.385 4.332 0.5 0.9 0.5 0.070
C -5.883 -3.576 5.045 -0.3 2.3 0.1 -0.502
O -5.985 -2.362 5.109 0.3 -2.6 -0.1 0.129
O -4.914 -4.306 5.674 -0.7 0.9 -0.4 0.067
H -3.549 -6.559 6.444 -0.1 -0.1 -0.1 0.089
H -4.362 -7.597 5.254 0.0 0.2 0.1 0.094
H -3.370 -6.211 4.733 -0.3 0.0 0.0 0.092
H -5.906 -5.922 6.437 0.0 0.0 -0.1 0.165
H -6.881 -6.451 4.309 0.0 0.3 0.0 0.146
H -5.522 -5.752 3.391 0.1 0.0 0.2 0.142
C 5.140 6.240 0.577 -0.2 0.0 -0.5 -0.016
C 4.081 5.642 1.482 1.0 1.2 -0.4 -0.346
C 4.642 4.966 2.696 0.6 0.5 0.7 -0.105
O 3.658 3.989 2.987 -0.9 -0.6 -1.0 0.078
C 3.042 3.694 1.804 -1.0 -1.4 0.2 -0.484
O 2.276 2.759 1.638 1.4 1.8 0.3 0.119
O 3.399 4.584 0.829 -0.7 -1.2 0.6 0.073
H 4.668 6.757 -0.265 0.1 0.0 0.2 0.089
H 5.767 6.956 1.117 -0.2 -0.1 0.0 0.096
H 5.779 5.461 0.146 -0.1 0.0 0.3 0.092
H 3.341 6.405 1.754 0.1 -0.1 0.1 0.165
H 4.761 5.655 3.536 -0.1 -0.3 -0.1 0.149
H 5.595 4.457 2.513 -0.1 0.1 -0.1 0.147
C -1.482 0.595 -8.751 -0.2 -0.4 -0.4 -0.030
C -1.565 2.019 -9.263 0.5 -1.0 0.4 -0.352
C -1.896 3.020 -8.198 0.4 0.3 0.7 -0.123
O -2.544 4.046 -8.929 -0.4 -0.2 -0.7 0.070
C -3.097 3.449 -10.027 -2.0 1.4 -1.9 -0.499
O -3.891 3.989 -10.779 2.0 -1.4 1.9 0.149
O -2.646 2.166 -10.169 -0.3 0.8 0.0 0.090
H -1.194 -0.081 -9.563 0.1 0.1 0.1 0.090
H -0.747 0.503 -7.945 0.0 0.1 -0.1 0.066
H -2.455 0.247 -8.387 0.1 0.2 0.0 0.089
H -0.641 2.286 -9.790 -0.1 0.1 0.1 0.164
H -1.002 3.406 -7.700 -0.2 0.1 -0.1 0.142
H -2.591 2.641 -7.440 0.0 -0.2 -0.1 0.139
```
Positions in Å, forces in eV/Å.

Charge   +1
Relative energy (zero: lowest compared OMol25 entry of this formula, charge and spin)   96.92 kcal per mole

---

What are the maximum force values for these records? In order: 0.156; 0.003; 0.170 Eh/bohr.